Formula: C66H156F14N16O34S14
Source: the OMol25 dataset
Level of theory: ωB97M-V/def2-TZVPD

Output
- Total charge: +2
- Largest force on an atom: 0.2225 Eh/bohr
- Calculated total energy: -354130.7016 eV

Each atom is followed by the atoms it is bonded to, with distances in Å.
CARTESIAN COORDINATES (ANGSTROEM)
1 C -7.376 -3.712 -1.813  C2 1.586, H11 1.090, H12 1.090, H13 1.090
2 C -6.120 -4.449 -2.443  C1 1.586, N3 1.593, H14 1.088, H15 1.089
3 N -4.977 -3.454 -2.932  C2 1.593, C4 1.595, C5 1.520, C7 1.588
4 C -5.693 -2.358 -3.843  N3 1.595, H16 1.089, H17 1.089, H18 1.090
5 C -4.166 -2.849 -1.798  N3 1.520, C6 1.610, H19 1.089, H20 1.090
6 C -2.810 -2.089 -2.213  C5 1.610, H21 1.090, H22 1.089, H23 1.091
7 C -4.056 -4.207 -3.985  N3 1.588, C8 1.522, H24 1.090, H25 1.090
8 C -3.252 -5.332 -3.349  C7 1.522, O9 1.455, H26 1.090, H27 1.092
9 O -4.230 -6.370 -3.064  C8 1.455, C10 1.446
10 C -3.800 -7.377 -2.119  O9 1.446, H28 1.090, H29 1.090, H30 1.091
11 H -7.820 -4.521 -1.233  C1 1.090
12 H -8.111 -3.404 -2.556  C1 1.090
13 H -7.192 -2.839 -1.188  C1 1.090
14 H -6.396 -5.085 -3.282  C2 1.088
15 H -5.614 -4.904 -1.592  C2 1.089
16 H -6.309 -2.695 -4.675  C4 1.089
17 H -4.934 -1.610 -4.069  C4 1.089
18 H -6.389 -1.829 -3.191  C4 1.090
19 H -3.945 -3.649 -1.092  C5 1.089
20 H -4.823 -2.097 -1.362  C5 1.090
21 H -1.990 -2.674 -2.630  C6 1.090
22 H -2.447 -1.552 -1.337  C6 1.089
23 H -3.014 -1.376 -3.012  C6 1.091
24 H -3.463 -3.373 -4.360  C7 1.090
25 H -4.674 -4.543 -4.818  C7 1.090
26 H -2.714 -5.067 -2.440  C8 1.090
27 H -2.520 -5.567 -4.125  C8 1.092
28 H -4.551 -8.126 -1.869  C10 1.090
29 H -3.530 -6.864 -1.196  C10 1.090
30 H -3.003 -7.994 -2.536  C10 1.091
31 C -8.062 5.867 1.032  C32 1.569, H41 1.089, H42 1.090, H43 1.089
32 C -6.650 5.948 0.354  C31 1.569, N33 1.566, H44 1.090, H45 1.089
33 N -5.998 7.333 0.688  C32 1.566, C34 1.613, C35 1.527, C37 1.516
34 C -4.449 7.185 0.265  N33 1.613, H46 1.089, H47 1.090, H48 1.089
35 C -6.655 8.323 -0.272  N33 1.527, C36 1.513, H49 1.090, H50 1.090
36 C -6.252 9.780 -0.228  C35 1.513, H51 1.090, H52 1.091, H53 1.089
37 C -6.083 7.861 2.106  N33 1.516, C38 1.550, H54 1.090, H55 1.089
38 C -5.335 6.958 3.120  C37 1.550, O39 1.411, H56 1.091, H57 1.091
39 O -5.788 5.626 3.232  C38 1.411, C40 1.458
40 C -5.699 5.048 4.567  O39 1.458, H58 1.089, H59 1.090, H60 1.090
41 H -8.175 6.235 2.051  C31 1.089
42 H -8.223 4.799 1.176  C31 1.090
43 H -8.808 6.368 0.416  C31 1.089
44 H -6.714 5.787 -0.722  C32 1.090
45 H -5.948 5.216 0.752  C32 1.089
46 H -4.005 8.177 0.337  C34 1.089
47 H -4.365 6.915 -0.788  C34 1.090
48 H -4.094 6.358 0.877  C34 1.089
49 H -7.710 8.329 0.005  C35 1.090
50 H -6.577 7.967 -1.299  C35 1.090
51 H -5.177 9.916 -0.107  C36 1.090
52 H -6.634 10.196 0.706  C36 1.091
53 H -6.670 10.392 -1.026  C36 1.089
54 H -7.149 7.941 2.320  C37 1.090
55 H -5.757 8.898 2.172  C37 1.089
56 H -5.308 7.579 4.016  C38 1.091
57 H -4.285 6.978 2.825  C38 1.091
58 H -6.301 4.143 4.485  C40 1.089
59 H -6.128 5.796 5.233  C40 1.090
60 H -4.674 4.811 4.850  C40 1.090
61 C -3.817 -3.226 6.194  C62 1.566, H71 1.090, H72 1.089, H73 1.090
62 C -4.315 -2.016 7.054  C61 1.566, N63 1.590, H74 1.090, H75 1.090
63 N -3.425 -0.699 7.073  C62 1.590, C64 1.510, C65 1.521, C67 1.544
64 C -2.331 -0.821 8.107  N63 1.510, H76 1.090, H77 1.089, H78 1.089
65 C -2.734 -0.515 5.730  N63 1.521, C66 1.560, H79 1.090, H80 1.089
66 C -3.761 -0.125 4.622  C65 1.560, H81 1.090, H82 1.090, H83 1.090
67 C -4.352 0.474 7.454  N63 1.544, C68 1.559, H84 1.091, H85 1.090
68 C -3.641 1.843 7.678  C67 1.559, O69 1.386, H86 1.091, H87 1.092
69 O -2.958 2.226 6.534  C68 1.386, C70 1.447
70 C -2.426 3.569 6.610  O69 1.447, H88 1.089, H89 1.090, H90 1.091
71 H -4.554 -4.029 6.153  C61 1.090
72 H -2.876 -3.658 6.532  C61 1.089
73 H -3.831 -2.970 5.135  C61 1.090
74 H -4.607 -2.159 8.094  C62 1.090
75 H -5.233 -1.573 6.666  C62 1.090
76 H -2.696 -1.017 9.115  C64 1.090
77 H -1.790 0.109 8.275  C64 1.089
78 H -1.708 -1.659 7.795  C64 1.089
79 H -2.360 -1.496 5.435  C65 1.090
80 H -1.893 0.172 5.812  C65 1.089
81 H -4.120 0.899 4.721  C66 1.090
82 H -4.644 -0.737 4.437  C66 1.090
83 H -3.229 -0.149 3.671  C66 1.090
84 H -4.813 0.188 8.401  C67 1.091
85 H -5.230 0.522 6.810  C67 1.090
86 H -3.011 1.897 8.566  C68 1.091
87 H -4.519 2.468 7.857  C68 1.092
88 H -2.880 4.112 5.782  C70 1.089
89 H -1.340 3.651 6.585  C70 1.090
90 H -2.616 4.050 7.571  C70 1.091
91 C 9.377 2.446 4.813  C92 1.502, H98 1.091, H99 1.091, H100 1.088
92 C 8.094 2.683 4.069  C91 1.502, O93 1.231, N94 1.536
93 O 7.105 1.956 4.175  C92 1.231
94 N 7.991 4.018 3.317  C92 1.536, H95 1.012, H96 1.019, C97 1.506
95 H 8.743 4.612 3.644  N94 1.012
96 H 8.137 3.840 2.325  N94 1.019
97 C 6.678 4.723 3.535  N94 1.506, H101 1.090, H102 1.090, H103 1.089
98 H 9.456 3.267 5.526  C91 1.091
99 H 10.175 2.621 4.090  C91 1.091
100 H 9.375 1.430 5.205  C91 1.088
101 H 6.645 5.628 2.930  C97 1.090
102 H 6.689 5.033 4.580  C97 1.090
103 H 5.755 4.173 3.360  C97 1.089
104 C 4.752 -1.008 3.743  C105 1.494, H111 1.090, H112 1.090, H113 1.090
105 C 3.480 -1.264 3.005  C104 1.494, O106 1.193, N107 1.489
106 O 3.263 -0.804 1.926  C105 1.193
107 N 2.466 -2.046 3.765  C105 1.489, H108 1.012, H109 1.019, C110 1.553
108 H 2.782 -2.895 4.218  N107 1.012
109 H 2.108 -1.494 4.543  N107 1.019
110 C 1.225 -2.520 2.962  N107 1.553, H114 1.090, H115 1.089, H116 1.089
111 H 5.567 -1.197 3.044  C104 1.090
112 H 4.913 -1.607 4.639  C104 1.090
113 H 4.838 0.052 3.985  C104 1.090
114 H 1.639 -3.189 2.208  C110 1.090
115 H 0.822 -1.668 2.415  C110 1.089
116 H 0.460 -2.970 3.592  C110 1.089
117 C -1.728 1.702 -5.525  C118 1.489, H124 1.091, H125 1.089, H126 1.090
118 C -0.798 2.855 -5.375  C117 1.489, O119 1.204, N120 1.556
119 O 0.256 2.743 -4.803  C118 1.204
120 N -1.391 4.268 -5.649  C118 1.556, H121 1.012, H122 1.015, C123 1.539
121 H -1.841 4.127 -6.545  N120 1.012
122 H -2.093 4.535 -4.965  N120 1.015
123 C -0.276 5.238 -6.077  N120 1.539, H127 1.090, H128 1.090, H129 1.089
124 H -2.413 2.079 -6.285  C117 1.091
125 H -2.202 1.326 -4.620  C117 1.089
126 H -1.222 0.855 -5.988  C117 1.090
127 H -0.660 5.795 -6.932  C123 1.090
128 H 0.577 4.686 -6.470  C123 1.090
129 H 0.072 5.966 -5.346  C123 1.089
130 C 4.010 -5.574 1.068  C131 1.517, H142 1.090, H143 1.091, H144 1.090
131 C 4.731 -5.978 -0.204  C130 1.517, C132 1.546, H145 1.091, H146 1.091
132 C 5.300 -4.817 -1.051  C131 1.546, C133 1.557, H147 1.090, H148 1.090
133 C 6.596 -4.232 -0.417  C132 1.557, N134 1.507, H149 1.090, H150 1.089
134 N 7.297 -3.345 -1.413  C133 1.507, C135 1.549, C138 1.564, C139 1.566
135 C 8.704 -2.913 -0.930  N134 1.549, C136 1.516, H151 1.090, H152 1.091
136 C 9.558 -2.654 -2.156  C135 1.516, C137 1.503, H153 1.090, H154 1.089
137 C 9.065 -3.676 -3.142  C136 1.503, C138 1.511, H155 1.090, H156 1.091
138 C 7.695 -4.138 -2.701  N134 1.564, C137 1.511, H157 1.090, H158 1.090
139 C 6.440 -2.090 -1.790  N134 1.566, C140 1.549, H159 1.089, H160 1.090
140 C 5.895 -1.278 -0.588  C139 1.549, C141 1.573, H161 1.089, H162 1.091
141 C 4.604 -0.550 -1.117  C140 1.573, H163 1.091, H164 1.090, H165 1.089
142 H 3.115 -6.185 1.175  C130 1.090
143 H 3.667 -4.542 0.977  C130 1.091
144 H 4.600 -5.680 1.978  C130 1.090
145 H 4.121 -6.656 -0.802  C131 1.091
146 H 5.413 -6.742 0.174  C131 1.091
147 H 4.587 -4.023 -1.275  C132 1.090
148 H 5.523 -5.297 -2.004  C132 1.090
149 H 7.380 -4.970 -0.244  C133 1.090
150 H 6.427 -3.646 0.485  C133 1.089
151 H 8.694 -2.076 -0.233  C135 1.090
152 H 9.070 -3.756 -0.343  C135 1.091
153 H 9.374 -1.616 -2.433  C136 1.090
154 H 10.634 -2.780 -2.045  C136 1.089
155 H 9.123 -3.434 -4.203  C137 1.090
156 H 9.811 -4.471 -3.175  C137 1.091
157 H 6.943 -3.959 -3.470  C138 1.090
158 H 7.578 -5.209 -2.534  C138 1.090
159 H 5.649 -2.584 -2.354  C139 1.089
160 H 7.050 -1.460 -2.436  C139 1.090
161 H 6.629 -0.584 -0.181  C140 1.089
162 H 5.385 -1.797 0.224  C140 1.091
163 H 3.904 -1.301 -1.487  C141 1.091
164 H 4.849 0.047 -1.995  C141 1.090
165 H 4.059 -0.095 -0.291  C141 1.089
166 C -3.432 3.843 1.995  C167 1.558, H178 1.090, H179 1.089, H180 1.090
167 C -2.647 2.633 2.586  C166 1.558, C168 1.577, H181 1.091, H182 1.090
168 C -1.133 2.424 2.201  C167 1.577, C169 1.602, H183 1.092, H184 1.091
169 C -0.665 2.630 0.682  C168 1.602, N170 1.567, H185 1.090, H186 1.091
170 N 0.680 1.974 0.219  C169 1.567, C171 1.596, C174 1.562, C175 1.544
171 C 0.665 2.050 -1.374  N170 1.596, C172 1.581, H187 1.090, H188 1.089
172 C -0.283 0.946 -1.992  C171 1.581, C173 1.478, H189 1.090, H190 1.090
173 C -0.349 0.002 -0.857  C172 1.478, C174 1.559, H191 1.090, H192 1.091
174 C 0.569 0.420 0.331  N170 1.562, C173 1.559, H193 1.090, H194 1.089
175 C 1.946 2.480 0.944  N170 1.544, C176 1.603, H195 1.090, H196 1.089
176 C 2.125 4.072 0.894  C175 1.603, C177 1.515, H197 1.090, H198 1.089
177 C 3.557 4.515 1.118  C176 1.515, H199 1.091, H200 1.090, H201 1.089
178 H -3.148 4.819 2.388  C166 1.090
179 H -4.495 3.677 2.165  C166 1.089
180 H -3.273 3.818 0.917  C166 1.090
181 H -3.142 1.705 2.297  C167 1.091
182 H -2.674 2.654 3.676  C167 1.090
183 H -0.960 1.427 2.611  C168 1.092
184 H -0.448 2.951 2.866  C168 1.091
185 H -0.558 3.675 0.391  C169 1.090
186 H -1.477 2.342 0.013  C169 1.091
187 H 1.655 1.684 -1.645  C171 1.090
188 H 0.456 3.108 -1.530  C171 1.089
189 H -0.002 0.329 -2.845  C172 1.090
190 H -1.317 1.239 -2.174  C172 1.090
191 H -0.143 -1.018 -1.181  C173 1.090
192 H -1.339 0.052 -0.403  C173 1.091
193 H 1.552 -0.041 0.232  C174 1.090
194 H 0.142 0.254 1.319  C174 1.089
195 H 2.744 1.988 0.388  C175 1.090
196 H 1.813 2.004 1.914  C175 1.089
197 H 1.667 4.458 1.805  C176 1.090
198 H 1.815 4.578 -0.020  C176 1.089
199 H 4.216 3.801 1.614  C177 1.091
200 H 3.558 5.322 1.851  C177 1.090
201 H 4.056 4.774 0.185  C177 1.089
202 C 2.285 -3.084 -3.128  C203 1.492, H214 1.090, H215 1.090, H216 1.091
203 C 1.453 -4.322 -3.157  C202 1.492, C204 1.578, H217 1.090, H218 1.091
204 C 1.999 -5.327 -4.244  C203 1.578, C205 1.553, H219 1.090, H220 1.090
205 C 0.951 -6.450 -4.472  C204 1.553, N206 1.540, H221 1.090, H222 1.090
206 N 1.196 -7.280 -5.746  C205 1.540, C207 1.537, C210 1.544, C211 1.588
207 C -0.010 -8.191 -6.025  N206 1.537, C208 1.517, H223 1.090, H224 1.090
208 C -0.029 -8.590 -7.489  C207 1.517, C209 1.521, H225 1.090, H226 1.090
209 C 0.655 -7.401 -8.145  C208 1.521, C210 1.510, H227 1.091, H228 1.090
210 C 1.119 -6.464 -7.055  N206 1.544, C209 1.510, H229 1.089, H230 1.091
211 C 2.528 -8.143 -5.793  N206 1.588, C212 1.512, H231 1.090, H232 1.089
212 C 2.783 -9.003 -4.576  C211 1.512, C213 1.552, H233 1.091, H234 1.091
213 C 3.923 -10.049 -4.695  C212 1.552, H235 1.090, H236 1.090, H237 1.090
214 H 3.329 -3.377 -3.242  C202 1.090
215 H 1.940 -2.563 -2.234  C202 1.090
216 H 2.078 -2.403 -3.954  C202 1.091
217 H 0.383 -4.121 -3.093  C203 1.090
218 H 1.593 -4.919 -2.255  C203 1.091
219 H 2.929 -5.704 -3.818  C204 1.090
220 H 2.234 -4.940 -5.236  C204 1.090
221 H -0.031 -6.005 -4.637  C205 1.090
222 H 0.832 -7.179 -3.671  C205 1.090
223 H 0.047 -9.073 -5.389  C207 1.090
224 H -0.827 -7.548 -5.697  C207 1.090
225 H 0.506 -9.531 -7.611  C208 1.090
226 H -1.072 -8.803 -7.724  C208 1.090
227 H 1.524 -7.737 -8.712  C209 1.091
228 H 0.016 -7.027 -8.943  C209 1.090
229 H 1.918 -5.746 -7.231  C210 1.089
230 H 0.258 -5.806 -6.924  C210 1.091
231 H 3.349 -7.425 -5.804  C211 1.090
232 H 2.385 -8.645 -6.749  C211 1.089
233 H 1.864 -9.464 -4.210  C212 1.091
234 H 3.109 -8.422 -3.713  C212 1.091
235 H 4.804 -9.486 -5.005  C213 1.090
236 H 3.710 -10.865 -5.386  C213 1.090
237 H 4.083 -10.496 -3.714  C213 1.090
238 N -6.506 0.530 -1.416  S239 1.680, S243 1.499
239 S -5.283 1.342 -0.599  N238 1.680, O240 1.468, O241 1.438, F242 1.588, S243 2.259
240 O -5.636 2.507 0.221  S239 1.468
241 O -3.935 1.269 -1.094  S239 1.438
242 F -5.248 0.282 0.584  S239 1.588
243 S -6.369 1.470 -2.576  N238 1.499, S239 2.259, O244 1.436, O245 1.437, F246 1.666
244 O -5.450 1.107 -3.618  S243 1.436
245 O -6.948 2.773 -2.394  S243 1.437
246 F -7.709 0.865 -3.361  S243 1.666
247 N 4.186 0.954 -6.128  S248 1.588, S252 1.752
248 S 2.783 0.210 -6.134  N247 1.588, O249 1.482, O250 1.471, F251 1.636, S252 2.318
249 O 1.731 0.748 -7.029  S248 1.482
250 O 2.364 -0.629 -5.000  S248 1.471
251 F 3.315 -0.979 -7.124  S248 1.636
252 S 3.498 2.094 -4.989  N247 1.752, S248 2.318, O253 1.405, O254 1.456, F255 1.574
253 O 3.049 1.644 -3.736  S252 1.405
254 O 2.876 3.235 -5.645  S252 1.456
255 F 4.914 2.712 -4.684  S252 1.574
256 N -3.216 5.425 -3.905  S257 1.746, S261 1.495
257 S -2.960 4.472 -2.465  N256 1.746, O258 1.426, O259 1.450, F260 1.636, S261 2.380
258 O -2.149 3.330 -2.732  S257 1.426
259 O -3.900 4.434 -1.362  S257 1.450
260 F -1.790 5.417 -1.823  S257 1.636
261 S -4.669 5.086 -4.005  N256 1.495, S257 2.380, O262 1.447, O263 1.488, F264 1.650
262 O -5.537 5.797 -3.091  S261 1.447
263 O -4.970 3.708 -4.478  S261 1.488
264 F -4.970 5.861 -5.429  S261 1.650
265 N -0.988 -2.827 0.803  S266 1.511, S270 1.670
266 S -0.828 -4.288 0.453  N265 1.511, O267 1.485, O268 1.437, F269 1.646, S270 2.331
267 O -1.586 -5.035 -0.583  S266 1.485
268 O -0.357 -5.179 1.477  S266 1.437
269 F 0.548 -4.059 -0.421  S266 1.646
270 S -2.317 -3.083 1.781  N265 1.670, S266 2.331, O271 1.453, O272 1.452, F273 1.625
271 O -2.095 -3.347 3.192  S270 1.453
272 O -3.436 -3.767 1.157  S270 1.452
273 F -2.810 -1.535 1.841  S270 1.625
274 N 1.524 -0.524 5.742  S275 1.515, S279 1.715
275 S 1.786 -0.265 7.211  N274 1.515, O276 1.468, O277 1.476, F278 1.626, S279 2.344
276 O 0.754 0.321 8.076  S275 1.468
277 O 3.186 0.112 7.487  S275 1.476
278 F 1.808 -1.807 7.727  S275 1.626
279 S 1.274 1.138 5.404  N274 1.715, S275 2.344, O280 1.442, O281 1.446, F282 1.617
280 O 2.174 2.163 5.871  S279 1.442
281 O -0.128 1.491 5.426  S279 1.446
282 F 1.627 1.000 3.832  S279 1.617
283 N 8.007 3.722 0.619  S284 1.696, S288 1.528
284 S 7.262 2.408 -0.153  N283 1.696, O285 1.438, O286 1.460, F287 1.628, S288 2.411
285 O 8.075 1.582 -1.005  S284 1.438
286 O 5.824 2.457 -0.397  S284 1.460
287 F 7.213 1.414 1.135  S284 1.628
288 S 7.576 4.787 -0.387  N283 1.528, S284 2.411, O289 1.479, O290 1.498, F291 1.673
289 O 6.443 5.553 0.176  S288 1.479
290 O 7.538 4.579 -1.870  S288 1.498
291 F 8.812 5.889 -0.151  S288 1.673
292 N -0.092 7.389 5.486  S293 1.691, S297 1.543
293 S -1.689 7.353 6.040  N292 1.691, O294 1.452, O295 1.488, F296 1.612, S297 2.383
294 O -1.889 6.704 7.323  S293 1.452
295 O -2.760 7.208 5.018  S293 1.488
296 F -1.758 8.935 6.345  S293 1.612
297 S 0.097 5.858 5.535  N292 1.543, S293 2.383, O298 1.493, O299 1.474, F300 1.588
298 O -0.674 5.007 4.581  S297 1.493
299 O 0.403 5.168 6.802  S297 1.474
300 F 1.472 5.783 4.746  S297 1.588